{"formula": "C5H10N", "method": "the ωB97M-V functional and the def2-TZVPD basis", "homo_lumo_gap_ev": 8.828, "relative_energy_kcal_mol": 74.1, "total_charge": 1, "smiles": "C=[NH+]C/C=C/C", "species": ["C", "N", "C", "C", "C", "C", "H", "H", "H", "H", "H", "H", "H", "H", "H", "H"], "coordinates": [[-1.9270, 0.2812, -2.1712], [-0.7561, 0.7918, -2.0563], [0.0643, 0.9834, -0.7023], [0.0997, 0.2663, 0.8553], [0.9466, -0.7086, 0.9632], [1.2302, -1.2553, 2.3248], [-2.5561, 0.2083, -3.0681], [-2.5693, -0.0490, -1.3332], [-0.2294, 0.9294, -2.8412], [0.0237, 2.1308, -0.4377], [1.0601, 0.9702, -1.2318], [-0.6778, 0.6862, 1.5995], [1.3589, -0.9687, 0.0606], [0.2712, -1.3459, 2.9115], [1.8661, -0.6339, 2.9446], [1.7948, -2.2862, 2.1823]], "forces_ev_per_a": [[-1.1, 0.4, 0.5], [-3.0, -2.0, 4.9], [1.7, 2.5, 0.7], [-3.8, 2.6, -3.3], [-0.4, 0.5, 2.8], [0.5, -2.9, 0.0], [1.2, 0.1, -0.5], [1.1, 0.4, 0.2], [1.6, 0.9, -2.7], [-0.6, -2.1, -0.9], [-0.6, -0.6, 1.3], [1.7, -0.6, -1.3], [1.7, -1.2, -1.5], [1.0, -0.3, -0.7], [0.3, 0.3, -0.3], [-1.4, 2.0, 0.7]], "nbo_charge": [0.12, -0.39, -0.30, -0.19, -0.13, -0.66, 0.24, 0.23, 0.42, 0.25, 0.22, 0.24, 0.21, 0.24, 0.25, 0.24]}